Formula: C40H32AsKN5O4S3
Source: the Open Molecules 2025 dataset
Level of theory: ωB97M-V with the def2-TZVPD basis set

As for the LUMO energy: 1.168 eV. As for the relative energy (zero: lowest compared OMol25 entry of this formula, charge and spin): 0.0 kJ/mol. As for the total charge: -1. The gap between HOMO and LUMO comes out at 0.1935 hartree.

Cartesian coordinates (Å):
K: -0.86924 1.64757 -0.42054
S: 0.07285 2.54291 -3.18878
C: 1.12231 1.60775 -4.22229
C: 1.40014 1.99147 -5.54595
C: 2.23743 1.24915 -6.35632
C: 2.83721 0.08620 -5.88281
C: 2.57333 -0.32158 -4.58293
C: 1.72781 0.41706 -3.76499
As: 1.30559 -0.03741 -1.92074
C: 2.40367 -1.67920 -1.75628
C: 2.09614 -2.89199 -2.37184
C: 2.91537 -3.99870 -2.20857
C: 4.05585 -3.91549 -1.41867
C: 4.37161 -2.71788 -0.79650
C: 3.54695 -1.61089 -0.96681
C: -0.39709 -0.98826 -2.16553
C: -1.19558 -0.86862 -3.29498
C: -2.37003 -1.60165 -3.39143
C: -2.75204 -2.45723 -2.36728
C: -1.96021 -2.57349 -1.23371
C: -0.79302 -1.83238 -1.13569
H: 0.93685 2.89630 -5.91891
H: 2.42592 1.57849 -7.37168
H: 3.49723 -0.49487 -6.51387
H: 3.03832 -1.22654 -4.20813
H: 1.20421 -2.96996 -2.98332
H: 2.66148 -4.93208 -2.69568
H: 4.69041 -4.78227 -1.28517
H: 5.25532 -2.64409 -0.17499
H: 3.79717 -0.67697 -0.47187
H: -0.90703 -0.19207 -4.09057
H: -2.99429 -1.49382 -4.26959
H: -3.67028 -3.02434 -2.44720
H: -2.24768 -3.23034 -0.42053
H: -0.18705 -1.91835 -0.24188
S: 2.29384 7.02546 5.05024
N: 2.89076 6.56160 3.61936
C: 1.99726 5.75876 3.05985
C: 2.13204 5.09192 1.77465
C: 3.26103 5.22490 0.96565
C: 3.30846 4.53302 -0.22081
C: 2.23579 3.70131 -0.55761
N: 1.16935 3.56123 0.20854
C: 1.09388 4.26144 1.34354
C: -0.14987 4.12356 2.14899
N: -1.14500 3.39754 1.62596
C: -2.24398 3.22782 2.33938
C: -2.42407 3.75806 3.61856
C: -1.42115 4.53582 4.14769
C: -0.26134 4.73655 3.40037
C: 0.83886 5.56995 3.86118
N: 0.88279 6.23468 5.00630
H: 4.06946 5.86818 1.28624
H: 4.15485 4.61483 -0.88775
H: 2.21597 3.13705 -1.48379
H: -3.01805 2.62160 1.88572
H: -3.33397 3.55694 4.16546
H: -1.50629 4.99056 5.12544
C: 1.31372 -4.39752 0.72142
C: 0.17164 -3.91068 1.56874
C: 0.25127 -2.69144 2.23544
C: -0.81841 -2.20368 2.96412
C: -1.98684 -2.94878 3.04609
C: -2.08133 -4.17883 2.41207
C: -1.00160 -4.65054 1.67852
S: -3.39036 -2.25021 3.87493
O: -2.91897 -1.67966 5.10451
O: -4.43699 -3.23674 3.87235
N: -3.85706 -1.02704 2.92208
C: -4.45190 -1.39907 1.63089
C: -4.43163 -0.19050 0.69820
C: -3.02613 0.24874 0.25716
O: -2.09103 0.16130 1.11762
O: -2.90697 0.69349 -0.89315
H: 2.09377 -3.64189 0.63399
H: 0.97177 -4.63212 -0.28772
H: 1.75810 -5.30235 1.14032
H: 1.15309 -2.09679 2.14534
H: -0.75517 -1.23817 3.44385
H: -3.00300 -4.73757 2.48105
H: -1.08002 -5.60026 1.16192
H: -3.06278 -0.40123 2.70505
H: -5.46979 -1.74222 1.81368
H: -3.89975 -2.22336 1.16236
H: -4.91727 0.65212 1.20025
H: -4.99664 -0.40420 -0.20821